ORCA calculation (the ωB97M-V functional and the def2-TZVPD basis) on a structure of composition H26O13.

CARTESIAN COORDINATES (ANGSTROEM)
H1 0.798 -0.030 0.294
H2 -0.442 0.730 0.735
H3 2.287 0.444 -0.684
H4 1.231 -0.145 -1.605
H5 1.531 -3.018 3.492
H6 2.938 -2.445 3.443
H7 -3.848 1.157 -1.633
H8 -2.700 0.420 -0.964
H9 0.811 5.449 0.719
H10 0.375 4.066 1.173
H11 -0.362 -3.938 2.259
H12 -1.129 -4.134 0.962
H13 -2.851 2.203 2.471
H14 -4.261 2.728 2.688
H15 2.941 -1.968 -2.963
H16 4.176 -1.576 -3.756
H17 4.936 2.496 -1.160
H18 3.712 1.727 -1.630
H19 -1.905 -2.621 -0.930
H20 -3.358 -2.440 -0.525
H21 3.436 -0.749 1.436
H22 4.260 0.242 2.241
H23 -4.093 -1.018 -0.300
H24 -4.860 -1.887 -1.284
H25 -1.275 1.338 -1.553
H26 -1.483 2.737 -0.994
O1 0.095 0.537 -0.042
O2 1.432 0.640 -1.082
O3 2.231 -2.773 2.876
O4 -3.500 0.271 -1.481
O5 0.258 5.003 1.370
O6 -0.481 -3.558 1.381
O7 -3.777 1.968 2.345
O8 3.226 -1.421 -3.703
O9 4.564 1.607 -1.197
O10 -2.801 -2.871 -1.182
O11 4.327 -0.390 1.517
O12 -4.804 -0.984 -0.950
O13 -1.633 2.203 -1.783

Atomic forces in eV per Å
-1.2 0.2 0.5
-1.3 -0.3 1.0
0.8 0.1 -0.5
0.3 0.2 -0.5
0.1 0.1 -0.1
0.1 -0.1 -0.1
0.3 0.1 -0.1
0.1 0.5 -0.3
-0.1 0.0 0.1
0.0 0.1 0.0
0.0 0.0 -0.2
0.0 0.0 0.0
-0.1 0.0 0.0
0.0 -0.1 -0.1
0.1 0.0 -0.1
-0.1 0.1 0.0
0.0 -0.1 0.0
0.0 0.0 -0.2
0.0 0.0 -0.1
0.3 -0.4 -0.1
0.1 -0.2 0.1
0.1 0.0 -0.1
-0.8 0.4 -0.3
-0.6 -0.2 -0.1
0.3 0.2 -0.2
0.1 0.0 -0.1
-8.2 -0.5 7.3
9.6 0.2 -7.7
0.0 0.1 0.1
4.3 4.0 -1.3
0.1 -0.1 -0.1
-0.1 -0.1 0.1
0.2 0.1 0.0
0.0 -0.1 0.2
-0.1 0.2 0.0
0.4 -0.3 0.3
-0.2 0.0 0.2
-4.4 -4.7 2.1
0.2 0.5 0.1

The gap between HOMO and LUMO is 8.013 eV. Its multiplicity is 1. The calculation puts the HOMO energy at -8.367 eV.

Löwdin population analysis, charges in e, atoms 1 to 5: 0.07, 0.05, 0.05, 0.09, 0.03

***

ORCA calculation (the ωB97M-V functional and the def2-TZVPD basis) on a structure of composition C22H69CdN5O12.

CARTESIAN COORDINATES (ANGSTROEM)
Cd1 -0.385 -4.019 -0.697
O1 0.126 -2.677 0.968
C1 -0.267 -1.490 0.293
C2 -1.438 -1.495 -0.841
O2 -1.747 -2.659 -1.580
H1 0.647 -1.083 -0.140
H2 -0.503 -0.771 1.078
H3 -1.408 -0.558 -1.397
H4 -2.327 -1.343 -0.229
C3 2.989 -6.390 0.415
C4 2.024 -5.248 0.126
C5 2.221 -4.701 -1.269
O3 1.416 -3.533 -1.545
C6 1.631 -3.024 -2.931
N1 0.712 -5.745 0.323
H5 4.062 -6.223 0.508
H6 3.008 -6.947 -0.521
H7 2.779 -7.025 1.276
H8 2.127 -4.453 0.864
H9 1.919 -5.427 -2.023
H10 3.248 -4.348 -1.360
H11 1.276 -2.006 -3.089
H12 1.272 -3.798 -3.610
H13 2.704 -2.933 -3.100
H14 0.830 -6.723 0.101
H15 0.329 -5.821 1.255
C7 -6.210 0.381 0.308
C8 -6.004 0.837 -1.158
C9 -4.686 1.479 -1.397
O4 -4.814 2.817 -0.893
C10 -3.685 3.656 -1.023
N2 -6.119 -0.484 -1.841
H16 -7.110 -0.220 0.441
H17 -6.385 1.310 0.850
H18 -5.372 -0.048 0.857
H19 -6.934 1.209 -1.588
H20 -4.426 1.608 -2.448
H21 -4.012 0.806 -0.869
H22 -3.980 4.690 -0.845
H23 -3.266 3.707 -2.028
H24 -2.984 3.382 -0.234
H25 -7.101 -0.714 -1.785
H26 -5.726 -1.244 -1.303
C11 0.769 6.522 3.578
C12 1.822 5.659 2.942
C13 1.247 4.390 2.277
O5 0.583 3.490 3.167
C14 -0.169 2.449 2.475
N3 2.540 6.432 1.985
H27 0.999 7.575 3.741
H28 0.491 6.013 4.502
H29 -0.106 6.523 2.927
H30 2.549 5.405 3.714
H31 2.061 3.853 1.791
H32 0.639 4.669 1.416
H33 0.509 1.791 1.932
H34 -0.980 2.710 1.795
H35 -0.656 1.903 3.282
H36 3.314 5.864 1.670
H37 1.829 6.595 1.286
C15 0.525 1.375 -3.150
C16 1.017 2.717 -3.490
C17 1.627 3.541 -2.328
O6 2.174 4.810 -2.845
C18 2.644 5.624 -1.776
N4 2.043 2.440 -4.469
H38 1.326 0.649 -3.009
H39 -0.129 0.993 -3.934
H40 -0.029 1.415 -2.212
H41 0.198 3.193 -4.030
H42 2.367 2.944 -1.795
H43 0.910 3.650 -1.515
H44 3.367 4.938 -1.335
H45 1.888 5.877 -1.033
H46 3.105 6.552 -2.115
H47 2.765 1.879 -4.038
H48 2.392 3.381 -4.584
C19 3.843 -1.869 1.855
C20 3.093 -1.700 3.182
C21 2.713 -0.156 3.332
O7 3.876 0.612 3.643
C22 3.957 1.982 3.144
N5 1.977 -2.646 3.138
H49 4.874 -1.515 1.869
H50 3.415 -1.265 1.055
H51 3.932 -2.926 1.603
H52 3.773 -1.959 3.994
H53 2.066 -0.044 4.202
H54 2.126 0.170 2.474
H55 3.865 1.884 2.063
H56 4.863 2.508 3.444
H57 3.079 2.561 3.430
H58 1.484 -2.400 2.292
H59 2.546 -3.391 2.762
O8 -1.944 -4.782 0.429
H60 -2.083 -4.904 1.368
H61 -2.550 -5.395 0.014
O9 -0.624 -3.738 3.599
H62 -1.115 -4.535 3.398
H63 -0.472 -3.329 2.748
O10 -4.920 -2.927 -0.527
H64 -3.995 -2.685 -0.578
H65 -5.021 -3.624 -1.174
O11 -3.836 -1.490 -3.156
H66 -4.539 -0.993 -2.737
H67 -3.167 -1.579 -2.477
O12 -2.106 -3.352 -4.510
H68 -1.613 -3.008 -3.765
H69 -1.559 -4.058 -4.854

Atomic forces in eV per Å
-1.7 0.0 -0.1
-1.0 0.3 -0.8
0.7 -0.4 -0.1
-0.8 -0.6 2.2
1.1 1.1 -0.5
0.4 0.3 -0.7
-0.7 0.5 -0.1
0.7 0.1 -0.6
-0.5 0.3 0.6
1.5 -0.3 -1.0
1.4 1.0 2.3
0.3 1.0 -0.5
2.4 1.2 -2.0
0.9 -1.0 1.2
-0.8 -1.8 -1.0
0.1 1.0 0.2
-0.4 -0.9 0.1
-0.6 0.2 -0.2
0.4 0.4 -0.3
0.5 -0.5 -0.1
0.3 -0.5 -0.2
-0.8 -0.5 0.4
-0.4 0.4 -0.2
0.3 -0.2 0.2
-1.1 -0.5 -0.7
0.2 0.8 0.7
-0.5 2.9 0.8
-1.6 -4.2 0.6
-0.6 1.4 -0.4
0.1 0.0 0.2
-0.4 0.0 0.5
0.3 -0.2 -1.3
0.2 -0.1 -0.2
-0.2 0.1 0.6
0.2 -0.4 -0.7
0.5 1.7 0.5
0.1 -0.7 -0.2
0.9 0.5 0.1
-0.4 -0.1 0.3
0.3 -0.7 -0.1
0.6 0.0 -0.3
-0.2 0.0 -0.4
0.6 -0.2 0.3
-1.1 -0.6 0.2
0.1 -0.4 1.1
0.3 -0.6 0.4
-0.8 0.4 -1.3
0.6 -0.1 1.2
0.1 0.3 -0.3
0.6 -0.3 0.1
-0.3 0.4 0.1
-0.3 0.0 0.0
0.0 -0.5 0.2
0.5 -0.2 0.0
-0.7 0.3 0.1
0.1 -0.1 0.0
0.2 1.0 -0.1
0.2 -0.2 -0.1
0.0 0.2 -0.8
0.6 0.3 -1.0
-1.2 -1.1 1.6
0.9 -0.1 -0.2
-0.7 0.4 -0.5
-1.5 -0.9 0.5
0.4 -1.3 -0.1
0.2 1.4 -0.9
0.2 0.0 0.1
0.0 0.0 0.1
-0.3 -0.3 0.1
0.1 0.8 0.4
0.9 -0.1 -0.4
-0.6 0.9 -0.1
0.6 0.7 0.8
-0.3 -0.1 -0.1
0.0 -0.3 -0.4
0.2 0.0 0.1
1.1 0.0 -0.8
1.3 0.7 0.0
0.6 2.0 -0.9
-0.1 -1.3 1.3
1.0 0.9 -0.4
-1.5 -1.7 -0.5
1.1 0.9 0.6
0.3 0.2 0.4
-0.6 -0.4 -0.2
-0.2 0.0 -0.3
-0.1 0.1 0.2
-0.4 -0.2 0.0
0.3 0.2 -0.4
0.5 0.4 -0.3
0.0 -0.6 0.1
-0.1 0.1 0.5
-1.1 0.1 -0.4
-0.7 -1.2 0.4
-1.7 -0.5 0.7
-0.1 0.0 1.1
-0.5 -0.6 -0.4
-0.3 -0.4 0.8
-0.3 -0.3 0.0
0.3 0.6 -0.9
-0.6 0.1 0.5
0.7 -0.1 -0.2
0.1 -0.1 -0.3
0.1 0.3 -0.5
-0.7 0.2 -0.2
0.6 -0.6 0.1
0.0 -0.2 -0.7
-0.1 0.3 0.9
0.1 -0.2 -0.1

The gap between HOMO and LUMO (alpha / beta) is 2.662 / 7.358 eV. Its expectation value of S² is 0.751. The total charge is -1. Its multiplicity is 2. The calculation puts the HOMO energy (alpha / beta) at -0.667 / -5.368 eV.

Löwdin population analysis, charges in e, atoms 1 to 5: 1.29, -0.45, -0.35, -0.36, -0.45

***

ORCA calculation (the ωB97M-V functional and the def2-TZVPD basis) on a cluster of 2 separate species, C2H8S3 in total.

CARTESIAN COORDINATES (ANGSTROEM)
C1 1.942 0.659 -0.999
S1 2.073 1.210 0.711
H1 2.794 1.020 -1.700
H2 0.985 1.004 -1.495
H3 1.825 -0.479 -0.901
H4 0.766 1.637 0.846
C2 -1.106 -1.143 1.110
S2 -1.894 0.536 1.167
S3 -2.344 0.735 -0.851
H5 -0.022 -1.305 0.969
H6 -1.338 -1.575 2.018
H7 -1.663 -1.803 0.444
H8 -2.020 -0.495 -1.319

Atomic forces in eV per Å
-0.6 -1.1 -1.7
-0.8 0.9 0.3
-1.3 -0.9 1.5
1.0 -0.2 0.8
0.6 1.6 -0.8
0.9 -0.3 -0.1
0.0 0.3 -1.2
0.9 -1.4 -0.1
0.0 0.2 -0.8
-0.4 0.9 -0.3
-0.4 -0.7 2.4
0.0 0.4 -0.4
-0.1 0.3 0.4

The gap between HOMO and LUMO is 8.750 eV. Its multiplicity is 1. The calculation puts the HOMO energy at -8.403 eV.

Löwdin population analysis, charges in e, atoms 1 to 5: -0.54, 0.58, 0.05, 0.02, 0.03

***

ORCA calculation (the ωB97M-V functional and the def2-TZVPD basis) on a cluster of 2 separate species, C5H14N2O in total.

CARTESIAN COORDINATES (ANGSTROEM)
C1 0.170 2.087 0.009
C2 -0.552 1.648 1.281
C3 -1.134 0.196 1.227
C4 -0.393 -0.722 0.306
C5 0.899 -1.150 0.602
N1 1.638 -2.044 -0.021
N2 -1.210 -1.195 -0.702
H1 0.454 3.134 0.078
H2 -0.446 1.841 -0.856
H3 1.137 1.578 -0.085
H4 -1.407 2.292 1.485
H5 0.077 1.777 2.165
H6 -1.240 -0.228 2.232
H7 -2.208 0.279 1.041
H8 1.281 -0.645 1.462
H9 1.379 -2.387 -0.934
H10 2.633 -1.988 0.059
H11 -1.213 -2.213 -0.789
H12 -2.174 -0.963 -0.495
H13 0.520 -0.008 -2.095
H14 0.670 -1.038 -3.155
O1 1.117 -0.251 -2.814

Atomic forces in eV per Å
0.3 -0.5 0.6
-0.2 -0.1 0.6
0.3 1.3 0.8
-2.5 -0.7 0.0
-0.5 0.5 0.0
-0.1 0.2 -0.9
0.5 -1.2 1.1
-0.4 0.2 -0.3
0.1 0.5 -0.2
-0.1 -0.2 -0.1
0.0 0.1 -0.1
0.2 -0.1 -0.2
0.8 -0.1 0.1
0.2 -0.2 -1.0
0.7 0.0 0.4
-0.3 0.0 -0.1
0.6 -0.2 0.6
0.6 0.1 -0.7
0.0 0.4 -0.4
0.1 0.4 -0.1
0.2 0.2 -0.4
-0.3 -0.6 0.4

The gap between HOMO and LUMO (alpha / beta) is 10.218 / 8.669 eV. Its expectation value of S² is 0.756. The total charge is +1. Its multiplicity is 2. The calculation puts the HOMO energy (alpha / beta) at -13.524 / -15.085 eV.

Löwdin population analysis, charges in e, atoms 1 to 5: -0.09, -0.22, -0.14, -0.26, -0.06

***

ORCA calculation (the ωB97M-V functional and the def2-TZVPD basis) on the molecule C4H8N3O2PS.

CARTESIAN COORDINATES (ANGSTROEM)
C1 1.396 -1.716 0.459
C2 1.289 -0.402 -0.194
C3 -0.907 2.327 1.580
C4 -2.124 -0.857 -0.985
N1 2.477 -2.248 0.129
N2 2.386 -0.237 -0.920
N3 3.100 -1.387 -0.685
O1 0.060 1.354 1.226
O2 -1.609 -0.425 0.186
P1 0.034 0.772 -0.211
S1 -0.106 2.042 -1.739
H1 0.720 -2.280 1.152
H2 -1.344 2.788 0.788
H3 -0.496 3.083 2.262
H4 -1.746 1.822 1.964
H5 -3.098 -1.391 -0.698
H6 -1.344 -1.568 -1.451
H7 -2.630 -0.223 -1.675
H8 3.944 -1.455 -1.190

Atomic forces in eV per Å
-3.9 1.8 1.3
1.5 -2.4 0.2
0.6 -0.1 2.1
-1.3 -3.9 -0.5
4.1 -1.6 -1.5
0.5 -1.8 0.6
-2.8 2.7 0.2
0.7 0.4 0.7
4.0 4.0 0.4
-4.2 0.2 -1.4
0.0 -1.8 1.7
0.5 1.1 -0.9
-0.5 1.6 -2.8
0.1 -0.6 -0.2
-0.8 -0.8 1.3
1.4 -0.4 -0.2
-1.6 0.8 -0.1
0.7 1.6 -0.8
1.0 -0.8 -0.1

The gap between HOMO and LUMO is 9.322 eV. Its multiplicity is 1. The calculation puts the HOMO energy at -9.300 eV.

Löwdin population analysis, charges in e, atoms 1 to 5: -0.14, -0.40, -0.11, -0.31, 0.05

***

ORCA calculation (the ωB97M-V functional and the def2-TZVPD basis) on the molecule C2H5FS.

CARTESIAN COORDINATES (ANGSTROEM)
C1 0.309 0.377 0.632
C2 -0.810 0.587 -0.304
F1 -1.397 1.784 -0.168
S1 -2.053 -0.719 0.133
H1 0.098 0.507 1.656
H2 1.050 1.040 0.500
H3 0.553 -0.703 0.497
H4 -0.366 0.604 -1.283
H5 -1.487 -1.644 -0.767

Atomic forces in eV per Å
-1.2 -2.9 0.5
0.0 -1.0 0.6
-0.8 1.5 0.4
0.5 -0.8 -2.0
-1.1 -0.1 1.3
3.2 2.1 -1.2
0.6 1.0 0.1
-0.5 -0.8 -0.9
-0.8 0.9 1.0

The gap between HOMO and LUMO is 10.162 eV. Its multiplicity is 1. The calculation puts the HOMO energy at -9.402 eV.

Löwdin population analysis, charges in e, atoms 1 to 5: -0.14, -0.76, -0.04, 0.73, 0.07

***

ORCA calculation (the ωB97M-V functional and the def2-TZVPD basis) on a structure of composition C8H18AlClIO2PS.

CARTESIAN COORDINATES (ANGSTROEM)
C1 -2.235 -3.341 -3.020
C2 -1.155 -2.385 -2.923
H1 -2.158 -3.916 -3.970
H2 -3.169 -2.743 -2.997
H3 -2.192 -4.034 -2.159
O1 -0.056 -2.006 -3.082
I1 0.168 -3.393 1.018
Al1 -0.239 -1.005 0.413
P1 -0.234 1.233 -0.552
C3 1.328 2.119 -0.868
C4 -1.081 1.338 -2.148
H4 -1.898 2.058 1.025
H5 -1.548 3.221 -0.289
H6 -0.414 3.045 1.078
C5 -1.105 2.506 0.424
H7 -2.082 0.895 -2.082
H8 -1.171 2.406 -2.413
H9 1.118 2.892 -1.622
H10 2.108 1.450 -1.235
H11 -0.519 0.814 -2.922
H12 1.678 2.604 0.045
C6 1.426 -1.080 -0.969
O2 2.351 -1.269 -1.648
Cl1 -2.061 -0.594 1.534
C7 0.788 1.128 3.366
S1 1.546 0.067 2.103
C8 2.123 -1.298 3.113
H13 0.267 1.961 2.883
H14 1.603 1.508 4.005
H15 0.086 0.525 3.943
H16 3.215 -1.369 3.009
H17 1.851 -1.095 4.157
H18 1.657 -2.244 2.782

Atomic forces in eV per Å
-1.2 0.9 0.4
6.8 -0.6 -2.1
0.3 0.6 0.3
0.1 -0.6 0.0
0.1 0.4 -0.1
-6.4 -1.1 1.2
-0.3 -0.3 -1.0
-0.1 1.2 2.7
-0.4 1.4 0.1
0.2 -0.3 -0.3
-0.3 0.0 -0.3
0.0 0.1 -0.1
0.2 -0.2 0.3
-0.1 -0.1 -0.2
-0.4 -0.1 0.0
0.1 0.2 0.0
0.0 -0.5 -0.1
0.1 -0.2 0.2
0.1 0.2 -0.1
0.1 0.1 -0.1
0.0 -0.2 -0.1
4.9 -1.6 -3.0
-4.0 1.0 2.9
0.2 -0.2 -0.6
0.0 0.0 0.1
-0.2 0.0 -0.6
0.4 -0.6 0.3
0.2 -0.2 0.1
-0.4 -0.2 -0.3
0.0 0.2 0.0
-0.4 0.0 0.1
0.1 -0.1 -0.3
0.4 0.7 0.4

The gap between HOMO and LUMO is 5.655 eV. The total charge is +2. Its multiplicity is 1. The calculation puts the HOMO energy at -15.583 eV.

Löwdin population analysis, charges in e, atoms 1 to 5: 0.09, 0.08, 0.17, 0.15, 0.15

***

| no. | total energy (Eh) |
| --- | --- |
| 1 | -993.4155 |
| 2 | -2223.6981 |
| 3 | -1275.5086 |
| 4 | -383.3756 |
| 5 | -1211.4413 |
| 6 | -577.2197 |
| 7 | -2205.4351 |